This record from the Open Molecules 2025 dataset describes C39H37ClHgN3O5P2 as an isolated structure. The level of theory is ωB97M-V with the def2-TZVPD basis set.

Values from the calculation:
multiplicity	2
total charge	-2
largest force on an atom	4.163	eV/A
highest occupied orbital energy (spin up / spin down)	0.614 / -1.793	eV
ΔE to the lowest compared entry with this formula, charge and spin	0.0	kJ/mol
energy	-91023.5220	eV
<S²>	0.76

Last column: Löwdin spin population.
Positions of all 88 atoms, in Å:
C -13.644 -8.306 10.013  0.00
C -23.716 -10.947 5.786  0.05
H -24.118 -10.900 6.784  0.00
C -20.160 -15.027 4.705  0.00
C -13.851 -11.640 11.209  0.00
Cl -21.559 -8.436 2.331  0.02
C -18.962 -15.182 5.444  0.01
C -13.539 -13.281 3.460  0.00
H -16.191 -10.125 2.907  0.00
H -18.639 -9.673 -1.397  0.00
C -18.221 -10.801 0.396  0.00
H -13.066 -11.755 7.911  0.00
H -12.920 -11.461 10.635  0.00
O -18.572 -9.618 7.798  0.00
C -18.029 -14.197 5.326  0.00
C -12.682 -9.173 7.935  0.00
H -16.876 -7.804 2.775  0.00
C -22.617 -11.339 3.213  0.15
H -20.475 -8.427 -0.502  0.00
C -16.235 -8.150 3.598  0.00
H -16.325 -7.312 7.576  0.00
H -20.834 -15.805 4.768  0.00
H -14.182 -13.345 5.149  0.00
H -18.281 -12.019 2.089  0.00
C -15.019 -11.098 10.597  0.00
H -22.196 -11.605 2.165  0.01
C -16.392 -12.054 12.441  0.00
H -17.075 -10.504 11.010  0.00
H -14.363 -8.431 10.873  0.00
N -17.219 -8.078 5.871  0.00
H -17.046 -14.386 5.739  0.00
C -13.657 -9.238 8.952  0.00
N -16.370 -9.588 3.730  0.00
H -17.348 -12.193 12.906  0.00
H -18.016 -6.758 7.296  0.00
O -16.391 -6.158 4.861  0.00
C -18.902 -9.857 -0.355  0.00
C -16.278 -11.154 11.341  0.00
Hg -18.690 -9.664 5.459  0.01
O -15.099 -11.237 6.033  0.00
C -12.614 -7.350 10.090  0.00
H -12.993 -12.405 3.901  0.00
C -12.877 -14.693 3.567  0.00
H -25.652 -11.040 4.893  0.02
H -15.154 -7.824 3.413  0.00
C -24.019 -11.289 3.420  0.03
C -20.471 -13.797 4.101  0.01
O -17.140 -8.706 9.393  0.00
C -19.962 -9.128 0.213  0.00
C -15.211 -12.750 12.867  0.00
C -20.277 -9.347 1.548  0.00
H -13.531 -15.434 3.113  0.00
H -10.780 -8.194 7.401  0.00
H -12.714 -9.872 7.136  0.00
H -18.680 -16.077 5.958  0.00
H -12.606 -6.783 11.041  0.00
H -21.489 -13.598 3.745  0.00
C -14.768 -13.037 2.815  0.00
C -17.337 -7.591 7.215  0.00
P -20.052 -10.961 3.868  0.11
H -15.947 -10.046 4.531  0.00
C -14.156 -11.943 8.061  0.00
C -21.792 -11.009 4.307  0.19
C -16.630 -7.374 4.878  0.00
C -11.600 -7.340 9.146  0.00
C -19.676 -10.343 2.258  0.01
C -22.330 -10.910 5.608  0.10
C -18.721 -11.180 1.628  0.00
H -21.609 -10.880 6.372  0.01
C -11.587 -8.295 8.094  0.00
H -17.305 -11.344 -0.046  0.00
H -15.374 -13.558 13.618  0.00
C -17.737 -8.720 8.281  0.00
H -24.728 -11.615 2.625  0.00
C -14.561 -12.135 6.652  0.00
C -19.483 -12.720 4.167  0.03
C -13.947 -12.450 12.356  0.00
H -13.070 -13.028 12.691  0.00
C -18.214 -12.963 4.662  0.02
H -10.779 -6.527 9.067  0.00
H -12.810 -14.997 4.648  0.00
H -14.348 -12.842 8.599  0.00
P -14.980 -10.507 8.897  0.00
O -14.353 -13.378 6.177  0.00
N -15.765 -12.956 2.194  0.00
H -17.403 -12.233 4.639  0.00
H -11.901 -14.817 3.023  0.00
C -24.571 -11.104 4.675  0.19

This record from the Open Molecules 2025 dataset describes an isolated ion of composition C4H10NO2 and charge +1. The level of theory is ωB97M-V with the def2-TZVPD basis set.

Values from the calculation:
total charge	+1
largest force on an atom	6.773	eV/A
highest occupied orbital energy	-13.902	eV
ΔE to the lowest compared entry with this formula, charge and spin	454.6	kJ/mol
energy	-9884.8765	eV

Last column: natural (NBO) charge in e.
Positions of all 17 atoms, in Å:
O -2.211 0.089 -0.352  -0.57
N 0.240 0.233 0.259  -0.39
H 0.048 -1.413 -0.968  0.23
H -1.534 2.848 0.095  0.55
C 1.643 0.445 -0.189  -0.44
C -1.754 -1.071 0.245  -0.09
H 1.824 0.435 -1.299  0.26
O -0.881 2.232 0.394  -0.65
C -0.645 1.193 -0.405  0.52
H -0.421 1.149 -1.532  0.23
H -2.105 -0.878 1.348  0.18
H 2.196 -0.227 0.411  0.24
H -2.103 -2.039 -0.087  0.22
C -0.185 -1.171 0.103  -0.22
H 0.001 0.627 1.140  0.46
H 2.112 1.339 0.018  0.25
H 0.164 -1.781 0.793  0.23

This record from the Open Molecules 2025 dataset describes C37H26HfN3O2S2Te as an isolated structure. The level of theory is ωB97M-V with the def2-TZVPD basis set.

Values from the calculation:
total charge	+1
largest force on an atom	2.370	eV/A
highest occupied orbital energy	-10.966	eV
ΔE to the lowest compared entry with this formula, charge and spin	0.0	kJ/mol
energy	-77622.6624	eV

Last column: Löwdin charge in e.
Positions of all 72 atoms, in Å:
C -10.639 -4.667 13.505  0.01
C -11.157 -11.264 11.140  -0.13
C -12.458 -5.943 11.799  -0.08
H -6.964 -12.425 12.277  0.03
C -10.082 -10.792 10.381  -0.60
C -12.055 -4.643 11.577  -0.07
C -9.509 -13.569 16.005  -0.04
Te -8.169 -11.742 10.082  1.41
C -10.674 -10.540 15.009  -0.08
H -11.955 -7.542 17.032  0.14
C -12.292 -10.475 11.218  -0.04
H -10.728 -16.696 16.237  0.11
H -8.708 -13.765 13.622  0.13
C -11.983 -6.598 12.940  -0.02
O -9.659 -6.278 15.668  0.14
H -12.299 -13.436 14.044  0.11
C -12.330 -9.171 10.714  -0.06
H -11.303 -7.715 9.572  0.12
C -6.248 -7.262 12.361  -0.64
C -11.182 -3.990 12.430  -0.05
C -11.641 -15.159 15.075  -0.05
H -6.046 -5.322 11.370  0.13
H -11.614 -11.712 16.572  0.13
C -10.085 -11.670 14.367  -0.15
H -13.202 -10.880 11.664  0.12
O -9.883 -8.990 13.348  -0.25
C -10.942 -8.163 15.250  -0.07
Hf -8.455 -9.748 12.280  1.07
H -13.217 -6.349 11.152  0.10
H -12.450 -10.778 18.701  0.09
C -10.125 -9.502 9.832  -0.22
C -5.758 -5.969 12.199  -0.05
C -7.850 -12.917 11.858  -0.48
C -10.413 -13.035 15.059  -0.20
C -10.706 -15.650 15.983  -0.07
C -5.175 -7.434 14.511  -0.05
N -3.912 -3.070 12.659  0.19
C -11.065 -5.977 13.793  -0.13
H -10.931 -2.986 12.152  0.11
C -11.637 -8.396 16.449  0.08
H -9.890 -13.467 12.353  0.13
H -12.511 -8.963 18.854  0.09
H -4.948 -7.939 15.425  0.12
H -11.192 -12.280 11.576  0.11
C -11.524 -13.815 14.680  -0.04
H -13.787 -9.849 18.010  0.10
C -4.353 -4.083 12.953  -0.16
H -12.288 -7.611 13.163  0.11
H -12.435 -4.128 10.705  0.11
H -8.659 -12.983 16.332  0.13
C -10.474 -6.741 14.912  -0.30
H -8.969 -15.284 17.130  0.12
C -8.970 -13.041 12.846  -0.29
S -6.474 -9.714 13.683  0.58
C -12.680 -9.820 18.187  -0.04
N -3.148 -5.210 16.266  0.18
H -9.344 -9.126 9.215  0.08
C -11.237 -8.682 10.034  -0.05
C -9.699 -14.848 16.467  -0.07
C -10.524 -9.232 14.538  -0.24
H -7.555 -13.911 11.461  0.07
C -11.940 -9.669 16.901  -0.25
C -3.775 -5.620 15.389  -0.16
C -4.909 -5.419 13.171  -0.16
S -7.298 -7.897 11.060  0.54
H -13.271 -8.615 10.727  0.12
H -9.912 -4.194 14.128  0.12
C -11.471 -10.712 16.154  0.05
H -12.439 -15.760 14.629  0.12
N -9.280 -11.688 13.338  -0.04
C -5.922 -8.012 13.514  -0.62
C -4.605 -6.165 14.319  -0.16